<1>
{
  "formula": "C4H3NS",
  "method": "ωB97M-V/def2-TZVPD",
  "homo_ev": -8.937,
  "homo_lumo_gap_ev": 7.71,
  "e_lumo_ev": -1.2,
  "elements": ["C", "C", "C", "C", "N", "S", "H", "H", "H"],
  "xyz": [[1.1140, 1.0818, -0.2043], [2.1646, 0.4776, 0.1597], [-0.3642, 0.6762, -0.1268], [-0.2082, -0.8552, -0.1270], [-1.3437, 1.3929, 0.0669], [1.7339, -1.2086, 0.0253], [-0.4195, -1.1688, 0.8602], [-0.6137, -1.1950, -1.0397], [-2.0631, 0.7991, 0.3857]]
}

<2>
{
  "formula": "C4H3NS",
  "method": "ωB97M-V/def2-TZVPD",
  "homo_ev": [-7.946, -7.949],
  "homo_lumo_gap_ev": [6.35, 6.35],
  "e_lumo_ev": [-1.6, -1.6],
  "elements": ["C", "C", "C", "C", "N", "S", "H", "H", "H"],
  "xyz": [[-1.0400, -0.1911, -0.0454], [-0.2996, -1.2943, 0.0701], [-0.4445, 1.0878, 0.0015], [1.6951, 0.2234, 0.0702], [0.8992, 1.2160, 0.0732], [3.0962, -0.4623, 0.0047], [-2.2031, -0.3410, -0.1392], [-0.7740, -2.2718, 0.0597], [-0.9294, 2.0334, -0.0948]]
}

Energies relative to the minimum, hartree: <1> 0.0330; <2> 0.0000